Version i
{"formula": "C3H9N2", "method": "ωB97M-V/def2-TZVPD", "homo_lumo_gap_ev": 4.27, "total_charge": 1, "homo_ha": -0.4614, "multiplicity": 1, "symbols": ["C", "C", "C", "N", "N", "H", "H", "H", "H", "H", "H", "H", "H", "H"], "positions_angstrom": [[0.37, 2.34, -0.39], [0.29, 0.98, 0.28], [-0.29, -0.06, -0.39], [-0.92, -3.66, -1.07], [0.58, 1.01, 1.69], [1.32, 2.39, -0.96], [0.48, 3.13, 0.39], [-0.47, 2.63, -1.05], [-0.16, -0.15, -1.48], [-1.73, -4.32, -1.02], [-0.02, -4.02, -0.75], [-0.98, -2.62, -0.84], [0.38, 0.36, 2.52], [1.39, 1.60, 1.83]]}


Version ii
{"formula": "C3H9N2", "method": "ωB97M-V/def2-TZVPD", "homo_lumo_gap_ev": 9.85, "total_charge": 1, "homo_ha": -0.5413, "multiplicity": 1, "symbols": ["N", "H", "H", "H", "C", "C", "C", "N", "H", "H", "H", "H", "H", "H"], "positions_angstrom": [[1.25, 1.45, 1.43], [1.45, 2.31, 0.91], [2.14, 1.16, 1.82], [0.67, 1.74, 2.22], [-0.92, -0.42, -1.01], [-1.43, 0.76, -1.28], [0.52, -1.74, 0.33], [0.11, -0.59, -0.05], [-1.21, -1.33, -1.52], [-1.15, 1.65, -0.72], [-2.12, 0.86, -2.10], [1.43, -1.80, 0.90], [-0.05, -2.62, 0.04], [0.53, 0.27, 0.46]]}


version ii (5.042 eV below the next structure)


Version i
{"formula": "C3H9N2", "method": "ωB97M-V/def2-TZVPD", "homo_lumo_gap_ev": 9.34, "total_charge": 1, "homo_ha": -0.4792, "multiplicity": 1, "smiles": "N[C@@H]1C[C@H]1[NH3+]", "symbols": ["C", "C", "C", "N", "N", "H", "H", "H", "H", "H", "H", "H", "H", "H"], "positions_angstrom": [[-0.35, -1.22, -0.05], [-0.95, 0.15, -0.45], [0.38, -0.01, 0.51], [-2.14, 0.44, 0.08], [1.67, 0.43, -0.16], [-0.71, -1.68, 0.84], [0.24, -1.95, -0.67], [-0.48, 0.43, -1.45], [0.18, 0.35, 1.46], [-2.75, -0.21, 0.59], [-2.40, 1.36, 0.28], [1.89, 1.36, 0.21], [1.54, 0.58, -1.12], [2.50, -0.26, -0.11]]}


Version ii
{"formula": "C3H9N2", "method": "ωB97M-V/def2-TZVPD", "homo_lumo_gap_ev": 5.93, "total_charge": 1, "homo_ha": -0.4261, "multiplicity": 1, "symbols": ["C", "N", "H", "H", "H", "H", "C", "C", "N", "H", "H", "H", "H", "H"], "positions_angstrom": [[1.35, -1.61, 1.95], [0.55, -1.73, 0.92], [2.38, -1.87, 1.72], [0.73, -1.42, 2.82], [0.82, -2.29, 0.11], [-0.13, -0.91, 0.81], [-1.17, 0.02, -0.64], [-0.81, 1.16, -1.34], [-0.07, 2.20, -0.98], [-1.73, 0.00, 0.30], [-1.00, -1.00, -0.96], [-1.10, 1.27, -2.39], [0.08, 2.54, -0.03], [0.35, 2.84, -1.64]]}


Version iii
{"formula": "C3H9N2", "method": "ωB97M-V/def2-TZVPD", "homo_lumo_gap_ev": [10.38, 8.87], "total_charge": 1, "homo_ha": [-0.5681, -0.5263], "multiplicity": 1, "symbols": ["C", "C", "C", "N", "N", "H", "H", "H", "H", "H", "H", "H", "H", "H"], "positions_angstrom": [[-0.91, -0.77, -0.20], [-0.08, 1.41, -0.11], [1.59, -0.37, 0.14], [-2.04, -0.04, 0.24], [0.20, 0.06, 0.39], [-0.91, -1.80, 0.18], [-0.74, -0.80, -1.29], [-0.18, 1.53, -1.17], [0.11, 2.25, 0.53], [2.28, 0.31, 0.63], [1.74, -1.38, 0.54], [1.79, -0.38, -0.93], [-2.86, -0.09, -0.36], [0.01, 0.07, 1.40]]}


version i (1.796 eV below the next structure)


Version i
{"formula": "C3H9N2", "method": "ωB97M-V/def2-TZVPD", "homo_lumo_gap_ev": 10.32, "total_charge": 1, "homo_ha": -0.5376, "multiplicity": 1, "symbols": ["C", "C", "C", "N", "N", "H", "H", "H", "H", "H", "H", "H", "H", "H"], "positions_angstrom": [[2.07, 0.15, -0.54], [1.05, -0.20, 0.30], [-0.19, -0.52, -0.35], [-0.86, -1.45, 0.20], [-1.33, 1.23, 0.26], [3.09, 0.48, -0.15], [1.88, 0.35, -1.54], [1.02, -0.54, 1.36], [-0.19, -0.35, -1.42], [-0.77, -1.73, 1.17], [-1.68, -1.85, -0.15], [-1.15, 1.50, -0.74], [-2.24, 1.17, 0.64], [-0.69, 1.74, 0.97]]}


Version ii
{"formula": "C3H9N2", "method": "ωB97M-V/def2-TZVPD", "homo_lumo_gap_ev": 11.13, "total_charge": 1, "homo_ha": -0.5496, "multiplicity": 1, "symbols": ["C", "C", "C", "N", "N", "H", "H", "H", "H", "H", "H", "H", "H", "H"], "positions_angstrom": [[-0.48, -1.29, 0.50], [0.04, -0.79, -0.80], [0.58, 0.95, 0.77], [-0.33, 0.32, 1.52], [0.07, 0.80, -0.72], [-1.48, -1.52, 0.53], [0.12, -2.05, 1.14], [1.02, -1.21, -0.95], [-0.60, -0.92, -1.69], [0.89, 1.93, 1.17], [1.45, 0.26, 0.84], [-1.16, 0.82, 1.40], [0.72, 1.27, -1.37], [-0.86, 1.08, -0.90]]}


version i (0.930 eV below the next structure)


Version i
{"formula": "H8LiO4", "method": "ωB97M-V/def2-TZVPD", "homo_lumo_gap_ev": 12.83, "total_charge": 1, "homo_ha": -0.5960, "multiplicity": 1, "symbols": ["Li", "O", "H", "H", "O", "H", "H", "O", "H", "H", "O", "H", "H"], "positions_angstrom": [[30.23, 26.93, 22.01], [29.36, 28.23, 20.65], [28.68, 27.88, 20.13], [29.94, 28.93, 20.14], [29.55, 25.55, 23.27], [30.28, 25.41, 23.80], [28.70, 25.38, 23.67], [31.06, 25.68, 20.42], [31.30, 25.64, 19.52], [31.43, 24.79, 20.58], [31.97, 27.66, 22.69], [32.35, 28.08, 23.48], [32.54, 28.04, 22.05]]}


Version ii
{"formula": "H8LiO4", "method": "ωB97M-V/def2-TZVPD", "homo_lumo_gap_ev": 12.53, "total_charge": 1, "homo_ha": -0.5861, "multiplicity": 1, "symbols": ["Li", "O", "H", "H", "O", "H", "H", "O", "H", "H", "O", "H", "H"], "positions_angstrom": [[-0.15, -0.07, -0.12], [1.24, -0.76, 1.07], [2.18, -0.84, 0.86], [1.27, -1.12, 1.99], [0.08, 2.18, -0.27], [-0.11, 2.62, 0.55], [0.93, 2.65, -0.49], [-1.57, -0.13, 0.82], [-1.65, -0.73, 1.51], [-2.48, -0.06, 0.49], [0.06, -1.05, -1.84], [-0.37, -1.93, -1.99], [0.58, -0.76, -2.57]]}


version ii (0.288 eV below the next structure)


Version i
{"formula": "C29H23BClF4N7O4Ta", "method": "ωB97M-V/def2-TZVPD", "homo_lumo_gap_ev": 6.14, "total_charge": 3, "homo_ha": -0.6126, "multiplicity": 1, "symbols": ["Ta", "N", "C", "N", "C", "N", "N", "C", "C", "C", "C", "C", "C", "N", "C", "C", "C", "C", "C", "C", "H", "H", "H", "H", "H", "H", "H", "H", "H", "H", "H", "O", "C", "O", "C", "C", "C", "C", "C", "C", "N", "C", "C", "C", "C", "C", "C", "N", "H", "H", "H", "H", "H", "H", "H", "H", "H", "H", "Cl", "C", "C", "O", "O", "H", "H", "F", "B", "F", "F", "F"], "positions_angstrom": [[0.51, 1.10, -1.12], [-1.75, 1.21, 2.87], [-1.41, 1.33, 1.60], [-0.32, 0.82, 1.08], [0.55, 0.11, 1.91], [1.63, -0.43, 1.40], [1.64, -0.36, 0.04], [2.50, -1.10, -0.57], [2.34, -1.22, -2.02], [3.13, -2.01, -2.82], [2.79, -2.14, -4.17], [1.69, -1.46, -4.65], [0.96, -0.66, -3.79], [1.26, -0.55, -2.49], [0.24, -0.05, 3.30], [1.05, -0.78, 4.18], [0.66, -0.95, 5.49], [-0.54, -0.38, 5.95], [-1.35, 0.34, 5.10], [-0.96, 0.50, 3.78], [-2.60, 1.64, 3.19], [-2.08, 1.91, 0.97], [3.22, -1.68, 0.00], [3.99, -2.53, -2.40], [3.39, -2.76, -4.82], [1.39, -1.54, -5.69], [0.12, -0.08, -4.15], [1.96, -1.23, 3.81], [1.27, -1.52, 6.17], [-0.83, -0.52, 6.98], [-2.28, 0.78, 5.46], [-1.76, -5.39, 3.33], [-1.04, -4.29, 3.16], [-0.27, -3.88, 3.98], [-1.22, -3.49, 1.89], [-0.28, -3.57, 0.87], [-0.29, -2.65, -0.17], [-1.24, -1.64, -0.17], [-2.25, -1.62, 0.79], [-2.24, -2.55, 1.81], [-1.16, -0.53, -1.10], [-2.19, -0.36, -1.85], [-2.28, 0.85, -2.65], [-3.32, 1.11, -3.51], [-3.32, 2.32, -4.21], [-2.28, 3.20, -4.01], [-1.26, 2.87, -3.12], [-1.26, 1.71, -2.45], [-2.31, -5.61, 2.57], [0.48, -4.34, 0.90], [0.44, -2.73, -0.96], [-3.01, -0.85, 0.76], [-3.01, -2.51, 2.57], [-2.99, -1.09, -1.86], [-4.12, 0.38, -3.63], [-4.12, 2.55, -4.90], [-2.24, 4.15, -4.52], [-0.43, 3.54, -2.95], [1.95, 5.50, -0.05], [1.07, 4.42, 1.05], [0.83, 3.20, 0.23], [1.68, 2.25, 0.13], [-0.22, 3.01, -0.46], [0.14, 4.88, 1.36], [1.70, 4.19, 1.91], [4.01, 3.45, -1.95], [4.59, 2.31, -1.71], [1.39, 1.99, -2.50], [5.88, 2.13, -1.71], [3.79, 1.26, -1.45]]}


Version ii
{"formula": "C29H23BClF4N7O4Ta", "method": "ωB97M-V/def2-TZVPD", "homo_lumo_gap_ev": 5.51, "total_charge": 3, "homo_ha": -0.5909, "multiplicity": 1, "symbols": ["Ta", "N", "C", "N", "C", "N", "N", "C", "C", "C", "C", "C", "C", "N", "C", "C", "C", "C", "C", "C", "H", "H", "H", "H", "H", "H", "H", "H", "H", "H", "H", "O", "C", "O", "C", "C", "C", "C", "C", "C", "N", "C", "C", "C", "C", "C", "C", "N", "H", "H", "H", "H", "H", "H", "H", "H", "H", "H", "Cl", "C", "C", "O", "O", "H", "H", "F", "B", "F", "F", "F"], "positions_angstrom": [[0.10, 0.56, -0.57], [2.48, -4.31, 1.54], [1.40, -3.55, 1.63], [1.36, -2.27, 1.34], [2.52, -1.67, 0.95], [2.61, -0.37, 0.83], [1.43, 0.30, 1.08], [1.40, 1.20, 2.00], [0.19, 1.97, 2.10], [-0.01, 3.06, 2.84], [-1.32, 3.75, 2.83], [-2.49, 2.86, 2.35], [-2.07, 1.68, 1.55], [-0.84, 1.37, 1.28], [3.73, -2.45, 0.75], [4.93, -1.90, 0.27], [6.04, -2.70, 0.14], [5.98, -4.06, 0.48], [4.81, -4.62, 0.95], [3.69, -3.81, 1.08], [2.43, -5.28, 1.83], [0.49, -4.04, 1.98], [2.26, 1.35, 2.64], [0.81, 3.44, 3.45], [-1.52, 4.20, 3.80], [-3.26, 2.60, 3.07], [-2.84, 1.08, 1.08], [4.97, -0.85, 0.03], [6.97, -2.28, -0.22], [6.86, -4.68, 0.38], [4.76, -5.67, 1.22], [-1.00, 6.90, 2.75], [-1.99, 6.17, 2.24], [-3.13, 6.48, 2.39], [-1.62, 4.79, 1.66], [-2.91, 4.00, 1.29], [-2.94, 3.32, -0.04], [-1.81, 3.19, -0.74], [-0.69, 4.11, -0.55], [-0.62, 4.88, 0.54], [-1.60, 1.90, -1.34], [-2.53, 1.31, -1.99], [-2.61, -0.15, -1.87], [-3.58, -0.91, -2.48], [-3.68, -2.27, -2.14], [-2.81, -2.79, -1.21], [-1.83, -1.97, -0.65], [-1.74, -0.68, -0.97], [-0.12, 6.55, 2.60], [-3.82, 4.52, 1.58], [-3.78, 2.66, -0.20], [0.03, 4.22, -1.34], [0.17, 5.61, 0.60], [-3.33, 1.86, -2.48], [-4.26, -0.46, -3.19], [-4.44, -2.89, -2.60], [-2.87, -3.83, -0.90], [-1.10, -2.35, 0.06], [2.93, -2.44, -3.10], [1.42, -1.68, -3.59], [0.85, -0.85, -2.49], [0.23, 0.24, -2.68], [0.92, -1.20, -1.25], [0.69, -2.47, -3.82], [1.56, -1.07, -4.48], [5.07, 1.23, -3.26], [3.78, 1.27, -3.10], [1.05, 2.08, -0.93], [2.98, 1.86, -3.95], [3.22, 0.67, -2.04]]}


version i (4.348 eV below the next structure)


Version i
{"formula": "H10LiO5", "method": "ωB97M-V/def2-TZVPD", "homo_lumo_gap_ev": 12.43, "total_charge": 1, "homo_ha": -0.5742, "multiplicity": 1, "symbols": ["Li", "O", "H", "H", "O", "H", "H", "O", "H", "H", "O", "H", "H", "O", "H", "H"], "positions_angstrom": [[-27.95, 28.19, 44.66], [-29.57, 29.65, 44.50], [-29.50, 30.51, 44.28], [-30.42, 29.21, 44.24], [-30.02, 26.53, 43.63], [-30.98, 26.72, 43.26], [-29.79, 25.69, 43.75], [-26.59, 29.69, 44.46], [-26.50, 30.26, 43.62], [-25.56, 29.68, 44.61], [-27.88, 27.70, 46.64], [-27.56, 26.93, 46.87], [-28.34, 28.21, 47.33], [-27.00, 26.52, 43.89], [-27.54, 25.83, 43.61], [-26.12, 26.33, 43.80]]}


Version ii
{"formula": "H10LiO5", "method": "ωB97M-V/def2-TZVPD", "homo_lumo_gap_ev": 12.30, "total_charge": 1, "homo_ha": -0.5733, "multiplicity": 1, "symbols": ["Li", "O", "H", "H", "O", "H", "H", "O", "H", "H", "O", "H", "H", "O", "H", "H"], "positions_angstrom": [[0.05, 0.03, -0.13], [-1.35, 1.27, 0.96], [-0.79, 2.09, 1.26], [-2.25, 1.61, 0.96], [-0.68, -1.11, -1.68], [-1.24, -1.85, -1.64], [-0.07, -1.71, -2.28], [-0.60, -1.65, 1.10], [-1.44, -1.55, 0.96], [-0.73, -2.27, 1.87], [0.71, 1.69, -1.30], [0.61, 2.65, -0.88], [1.44, 1.90, -1.93], [1.83, -0.16, 0.67], [2.26, -1.12, 0.75], [2.25, 0.18, 1.32]]}


version i (0.666 eV below the next structure)